Record 1
A gas-phase ion, C9H16N (charge +1), computed with the ωB97M-V functional and the def2-TZVPD basis.

Calculated values
HOMO energy: -0.5068 Eh
frontier orbital gap: 11.395 eV
2S+1: 1
strongest force on any atom: 0.0703 hartree/bohr
SMILES: C/C=C1/[C@@]2(C)[C@@H](C)[N@@+]12CC
LUMO: -2.397 eV
total charge: +1

```
26
Properties=species:S:1:pos:R:3:forces:R:3
C 2.814548 -0.842465 0.147707 0.764 0.365 -0.050
C 1.584635 -1.617606 -0.062144 0.118 -2.459 0.000
C 0.384277 -1.137909 -0.176501 -0.023 0.212 -0.413
C -1.039578 -1.141071 -0.324046 -0.369 0.556 -0.574
C -2.029013 -1.318214 -1.471733 1.617 -0.275 0.030
C -1.297325 -0.108405 0.766563 -1.597 -0.449 0.079
C -1.107948 -0.156240 2.256101 2.041 -0.650 1.727
N -0.262998 0.170670 -0.177162 0.247 -0.132 0.769
C -0.219773 1.317230 -1.017635 1.028 2.512 2.390
C 0.541712 2.465956 -0.290120 2.364 -1.395 -1.705
H 3.673634 -1.058077 -0.487808 -0.319 -0.522 -0.269
H 3.185947 -0.990024 1.156126 -0.068 0.063 0.295
H 2.617128 0.196776 -0.027316 -0.079 0.672 0.224
H 1.598564 -2.747520 -0.039280 0.199 1.335 -0.122
H -2.413105 -2.327616 -1.331321 -0.891 0.389 -0.112
H -1.694269 -1.225392 -2.529868 0.625 -0.284 0.936
H -2.638573 -0.449468 -1.330909 -1.437 -0.219 0.029
H -2.213434 0.425258 0.473622 0.382 0.067 0.240
H -0.118900 0.387383 2.654479 -2.336 -0.975 -1.092
H -1.050775 -1.208541 2.698803 -0.059 1.310 -0.878
H -2.007884 0.298233 2.672931 0.378 0.124 0.303
H 0.342868 1.089798 -1.827110 1.440 -0.839 -2.830
H -1.167029 1.697550 -1.274253 -1.457 -0.122 -0.403
H 0.970158 3.175395 -0.996069 -0.612 0.134 -0.477
H 0.047041 3.017829 0.429247 -1.340 0.751 1.554
H 1.500085 2.086470 0.107696 -0.613 -0.169 0.353
```
Positions in Å, forces in eV/Å.

These are the natural (NBO) partial charges, in e, on atoms 1 to 5: atom 1 (C): -0.651, atom 2 (C): -0.142, atom 3 (C): 0.125, atom 4 (C): 0.192, atom 5 (C): -0.644

Record 2
2 unconnected molecules or ions with the total composition C3H13N2, computed with the ωB97M-V functional and the def2-TZVPD basis.

Calculated values
HOMO energy: -0.5179 Eh
frontier orbital gap: 10.813 eV
2S+1: 1
strongest force on any atom: 0.0368 hartree/bohr
LUMO: -3.280 eV
total charge: +1

```
18
Properties=species:S:1:pos:R:3:forces:R:3
C 1.786493 0.934557 0.981633 -0.187 0.237 0.330
N 1.720340 1.266390 -0.448094 0.401 0.399 -0.540
H 1.274111 -0.008778 1.190225 0.254 -0.171 -0.164
H 2.809637 0.869056 1.341854 0.000 -0.074 0.159
H 1.261573 1.657740 1.605921 0.093 0.287 -0.150
H -1.287753 0.773855 0.522302 -0.172 -0.606 0.005
H 2.606224 0.994287 -0.872208 -0.366 -0.537 -0.128
H 1.771010 2.265672 -0.642574 -0.256 0.069 0.611
C -1.605937 -1.848691 0.181871 0.313 -0.138 0.526
C -0.724492 -0.976625 -0.684028 -1.191 1.468 -0.070
N -1.093989 0.510844 -0.449814 -0.432 0.373 0.414
H -1.162522 -2.843092 0.214648 -0.123 -0.035 0.070
H -1.679796 -1.473454 1.204418 0.236 -0.106 0.084
H -2.629380 -1.943727 -0.176962 0.088 0.088 -0.272
H 0.348250 -1.019603 -0.564643 0.053 -0.331 -0.004
H -1.069204 -1.079517 -1.704309 0.742 -0.401 -0.426
H -0.393404 1.217682 -0.709393 0.809 -0.686 -0.539
H -1.931159 0.703405 -0.990847 -0.261 0.165 0.095
```
Positions in Å, forces in eV/Å.

These are the natural (NBO) partial charges, in e, on atoms 1 to 5: atom 1 (C): -0.431, atom 2 (N): -0.895, atom 3 (H): 0.172, atom 4 (H): 0.218, atom 5 (H): 0.201

Record 3
C4H7NO in the gas phase, computed with the ωB97M-V functional and the def2-TZVPD basis.

Calculated values
HOMO energy: -0.3135 Eh
frontier orbital gap: 9.488 eV
2S+1: 1
strongest force on any atom: 0.0112 hartree/bohr
SMILES: O=CCN1CC1
LUMO: 0.956 eV

```
13
Properties=species:S:1:pos:R:3:forces:R:3
O -2.990258 -0.276163 1.083786 0.540 -0.156 -0.120
C -1.823673 -0.483392 0.852709 -0.284 0.107 0.078
C -0.825264 0.638704 0.596130 -0.095 0.069 0.044
N 0.351193 0.324972 -0.133171 0.015 0.233 0.043
C 0.869946 -0.106829 -1.364246 -0.039 -0.033 -0.241
C 1.677669 -0.133021 -0.078062 0.198 -0.075 0.183
H -1.408993 -1.514135 0.836738 -0.037 0.037 -0.029
H -0.526942 1.019313 1.583215 -0.051 -0.054 -0.112
H -1.380228 1.451337 0.108337 0.055 -0.088 0.075
H 1.097229 0.661499 -2.108396 0.007 -0.171 0.075
H 0.577661 -1.073301 -1.786137 -0.033 0.145 0.106
H 1.906375 -1.113461 0.349951 -0.102 0.106 -0.058
H 2.475285 0.604482 0.059152 -0.174 -0.118 -0.043
```
Positions in Å, forces in eV/Å.

These are the natural (NBO) partial charges, in e, on atoms 1 to 5: atom 1 (O): -0.516, atom 2 (C): 0.430, atom 3 (C): -0.307, atom 4 (N): -0.459, atom 5 (C): -0.208

Record 4
2 unconnected molecules or ions with the total composition C4H7NO2, computed with the ωB97M-V functional and the def2-TZVPD basis.

Calculated values
HOMO energy: -0.3223 Eh
frontier orbital gap: 9.721 eV
2S+1: 1
strongest force on any atom: 0.0817 hartree/bohr
SMILES: C#[N+][O-].C/C=C/O
LUMO: 0.950 eV

```
14
Properties=species:S:1:pos:R:3:forces:R:3
C -2.633576 -1.054082 -1.252731 -0.141 -0.598 -3.746
N -2.314331 -0.574597 -0.263540 -0.892 -1.044 -1.229
O -2.141571 -0.284007 0.835741 0.889 1.551 3.802
H -2.599243 -1.162339 -2.345794 -0.112 0.106 1.265
C 1.625817 -0.958360 0.512311 0.570 1.265 -1.587
C 0.709574 0.025228 -0.072754 1.191 1.683 0.231
C 0.813594 1.337960 0.117874 -0.420 -1.383 0.145
O -0.152498 2.253546 -0.238190 -0.034 0.338 1.049
H 2.514192 -0.446278 0.746432 1.621 0.148 0.298
H 1.746790 -1.721369 -0.232131 0.448 -0.852 0.286
H 1.180473 -1.209019 1.403276 -0.876 -1.615 2.068
H 0.036965 -0.507170 -0.644683 -2.083 0.038 -1.331
H 1.588665 1.730116 0.768450 0.258 0.034 -0.107
H -0.374857 2.570377 0.665736 -0.418 0.329 -1.144
```
Positions in Å, forces in eV/Å.

These are the natural (NBO) partial charges, in e, on atoms 1 to 5: atom 1 (C): -0.100, atom 2 (N): 0.226, atom 3 (O): -0.375, atom 4 (H): 0.254, atom 5 (C): -0.631

Record 5
3 unconnected molecules or ions with the total composition C3H9NO4, computed with the ωB97M-V functional and the def2-TZVPD basis.

Calculated values
HOMO energy (alpha / beta): -0.5430 / -0.5430 Eh
frontier orbital gap (alpha / beta): 9.414 / 4.628 eV
2S+1: 2
strongest force on any atom: 0.0508 hartree/bohr
LUMO (alpha / beta): -5.361 / -10.147 eV
total charge: +1

```
17
Properties=species:S:1:pos:R:3:forces:R:3
O -2.103122 -0.105949 -1.033180 0.069 0.295 -0.048
C -1.128091 -0.083131 -0.354101 -0.696 -1.652 0.026
N -0.504201 1.192204 -0.249612 1.018 0.097 1.026
C 0.544815 1.409133 0.589845 -2.268 -0.758 -1.057
O 1.015836 2.521599 0.643322 0.929 1.147 0.373
C -0.565556 -1.284146 0.376457 -0.211 0.136 -0.059
H -1.054227 1.919585 -0.708089 0.547 0.326 -0.030
H 0.847263 0.579701 1.252159 0.399 0.000 -0.101
H 0.309698 -1.693373 -0.128356 0.109 0.178 -0.011
H -0.342236 -1.119281 1.430535 0.096 0.055 -0.055
H -1.344425 -2.037290 0.318860 -0.061 -0.034 -0.037
H 1.657678 -2.196005 3.328402 -0.128 0.095 -0.141
H 1.165864 -0.906028 3.927803 0.022 0.657 1.137
O 1.107390 -1.422202 3.143809 0.108 -0.567 -1.035
H 1.258250 -1.094019 -2.427038 -0.158 -0.434 -0.611
H 1.088523 -0.429420 -3.750435 0.007 0.243 -0.591
O 0.847625 -1.238479 -3.301301 0.216 0.215 1.215
```
Positions in Å, forces in eV/Å.

These are the natural (NBO) partial charges, in e, on atoms 1 to 5: atom 1 (O): -0.387, atom 2 (C): 0.697, atom 3 (N): -0.585, atom 4 (C): 0.487, atom 5 (O): -0.065

Record 6
C22H18N2O5S in the gas phase, computed with the ωB97M-V functional and the def2-TZVPD basis.

Calculated values
HOMO energy: -0.2874 Eh
frontier orbital gap: 7.191 eV
2S+1: 1
strongest force on any atom: 0.0199 hartree/bohr
SMILES: CCOC(=O)c1cc(C(=O)c2ccccc2O)cn2c(=O)c3c(C)c(C)sc3nc12
LUMO: -0.630 eV

```
48
Properties=species:S:1:pos:R:3:forces:R:3
C 0.360953 3.887741 -3.876676 -0.203 -0.256 0.339
C -0.742499 3.560157 -2.889061 -0.231 0.409 -0.236
O -0.377250 2.368066 -2.186693 0.416 -0.096 -0.129
C -1.246035 1.937637 -1.266653 -0.286 0.009 0.088
O -2.288939 2.474894 -1.017958 0.054 -0.022 -0.077
C -0.751790 0.672214 -0.643922 0.181 -0.325 -0.462
C -0.195866 -0.302291 -1.414919 -0.249 0.360 0.400
C 0.191109 -1.535424 -0.823661 -0.301 -0.072 0.611
C 0.767381 -2.656361 -1.611232 -0.101 -0.007 0.152
O 0.398968 -3.806242 -1.384495 0.025 0.045 -0.025
C 1.743726 -2.335083 -2.650665 0.153 -0.320 -0.310
C 2.407453 -1.100995 -2.697710 0.051 -0.119 -0.085
C 3.299154 -0.813341 -3.704008 0.057 0.220 0.072
C 3.548629 -1.755756 -4.698471 -0.119 -0.105 0.113
C 2.936344 -2.986861 -4.661127 -0.075 -0.176 0.021
C 2.049128 -3.310638 -3.629295 0.043 0.403 0.126
O 1.513244 -4.530227 -3.621311 -0.167 -0.231 0.047
C -0.057152 -1.723573 0.503025 0.462 -0.608 -0.678
N -0.573171 -0.753510 1.294724 -0.236 0.477 -0.097
C -0.726573 -1.065567 2.696528 -0.017 0.018 0.282
O -0.403047 -2.167945 3.086059 0.030 -0.121 -0.044
C -1.244115 0.027607 3.455994 -0.129 0.550 -0.331
C -1.520492 0.084177 4.854835 -0.147 0.349 0.211
C -1.334073 -1.052211 5.803590 0.002 -0.035 0.035
C -1.983115 1.309349 5.230762 0.143 -0.144 -0.446
C -2.373499 1.731679 6.602071 0.009 -0.044 0.008
S -2.097835 2.434736 3.897488 0.123 -0.480 0.100
C -1.515102 1.235556 2.806529 0.151 -0.599 0.385
N -1.355559 1.469217 1.503426 -0.006 0.360 -0.521
C -0.919922 0.493084 0.766790 -0.086 0.188 0.328
H 0.489841 3.070279 -4.581122 0.035 -0.042 -0.114
H 0.104191 4.790311 -4.423173 -0.011 0.090 -0.065
H 1.298893 4.044976 -3.351236 0.117 0.053 0.006
H -0.883262 4.366711 -2.161487 -0.029 -0.136 -0.099
H -1.698666 3.390516 -3.396521 0.117 0.050 0.113
H -0.091178 -0.158125 -2.478838 0.040 0.084 -0.070
H 2.234754 -0.377281 -1.915510 0.000 0.070 0.023
H 3.806001 0.138832 -3.721284 0.040 0.084 0.014
H 4.239900 -1.525868 -5.495222 0.057 0.003 -0.078
H 3.135762 -3.738978 -5.407826 0.022 -0.082 -0.091
H 0.970326 -4.630258 -2.803694 0.204 0.133 -0.123
H 0.167731 -2.654560 1.008203 -0.033 0.085 -0.007
H -2.284987 -1.322035 6.261666 -0.048 -0.076 0.089
H -0.646703 -0.771540 6.600727 0.046 -0.043 0.107
H -0.936442 -1.913259 5.276458 -0.001 -0.057 0.114
H -3.190675 1.112054 6.972019 -0.065 0.028 0.073
H -1.533862 1.618042 7.288116 0.010 0.051 0.085
H -2.691681 2.770095 6.604760 -0.050 0.076 0.148
```
Positions in Å, forces in eV/Å.

These are the natural (NBO) partial charges, in e, on atoms 1 to 5: atom 1 (C): -0.623, atom 2 (C): -0.072, atom 3 (O): -0.514, atom 4 (C): 0.775, atom 5 (O): -0.551

Record 7
A molecular structure, C36H30HfN2O2P, computed with the ωB97M-V functional and the def2-TZVPD basis.

Calculated values
HOMO energy: -0.3914 Eh
frontier orbital gap: 7.901 eV
2S+1: 1
strongest force on any atom: 0.0248 hartree/bohr
LUMO: -2.749 eV
total charge: +1

```
72
Properties=species:S:1:pos:R:3:forces:R:3
Hf -0.269654 1.029636 0.618578 -0.657 -0.393 -0.228
N -0.280394 3.299379 1.287478 -0.279 -0.077 0.661
C -0.955123 3.366668 2.632260 0.213 0.039 -0.206
C -2.012106 2.292042 2.746759 0.298 -1.022 -0.703
O -3.001148 2.428942 3.397933 -0.225 -0.048 0.231
O -1.693182 1.186482 2.039955 -0.476 0.927 0.663
H 0.573775 3.848716 1.302753 0.014 -0.020 -0.061
H -0.896322 3.733792 0.597985 0.088 0.078 -0.047
H -1.437481 4.313800 2.853154 0.192 0.244 -0.188
H -0.207853 3.157852 3.396783 0.037 0.059 0.042
C -1.371149 -3.688555 -3.649723 0.000 -0.009 -0.018
C -0.083547 -3.204344 -3.834304 0.024 0.042 0.079
C 0.571418 -2.538989 -2.802664 -0.071 -0.084 -0.139
C -0.067249 -2.362409 -1.578891 -0.247 -0.126 -0.103
C -1.369561 -2.839973 -1.404067 -0.076 -0.063 -0.047
C -2.017594 -3.507029 -2.432561 0.095 0.045 -0.002
P 0.660703 -1.377904 -0.273913 0.495 0.354 0.571
C 2.479697 -1.490338 -0.426296 -0.141 -0.186 -0.220
C 3.305555 -0.376541 -0.343254 0.034 0.143 0.061
C 4.687122 -0.510588 -0.372841 -0.060 -0.132 -0.016
C 5.251205 -1.772122 -0.488289 0.008 -0.015 -0.011
C 4.434654 -2.894805 -0.570357 0.013 0.036 -0.007
C 3.056768 -2.755343 -0.536633 0.043 -0.071 -0.025
C 0.443525 -2.197079 1.328218 -0.069 0.140 -0.008
C 0.182610 -3.518338 1.548634 0.007 -0.292 0.192
C 0.279643 -4.049470 2.859322 -0.031 0.046 -0.238
C 0.695424 -3.256288 3.886976 0.040 0.172 0.106
C 0.983513 -1.880090 3.681426 0.040 -0.066 0.290
C 1.476589 -1.050888 4.727902 -0.049 -0.122 -0.049
C 1.784244 0.254998 4.490207 -0.024 0.085 -0.147
C 1.538956 0.818109 3.208792 0.092 0.034 0.305
C 1.028686 0.084035 2.170217 0.168 -0.397 -0.304
C 0.799698 -1.321789 2.402300 0.121 0.216 -0.041
H -1.873797 -4.211850 -4.453487 0.027 0.022 0.018
H 0.417499 -3.345024 -4.783944 -0.016 0.005 0.037
H 1.577152 -2.166209 -2.955771 -0.027 -0.003 0.025
H -1.878043 -2.712774 -0.453606 0.051 0.008 0.020
H -3.019662 -3.888326 -2.282215 0.026 0.006 -0.014
H 2.890909 0.617710 -0.238527 -0.087 0.014 0.031
H 5.314230 0.368315 -0.303578 0.003 -0.018 -0.001
H 6.327835 -1.883831 -0.512253 -0.028 -0.002 0.003
H 4.871981 -3.881226 -0.655925 0.000 0.024 0.002
H 2.431848 -3.641275 -0.590345 0.003 0.062 0.007
H -0.062729 -4.180857 0.726280 -0.004 0.030 -0.005
H 0.063354 -5.095582 3.034629 -0.005 0.029 -0.045
H 0.818269 -3.670964 4.881403 0.000 0.023 -0.034
H 1.619557 -1.479313 5.714415 -0.008 0.009 -0.069
H 2.186501 0.873397 5.284317 -0.014 -0.025 -0.051
H 1.754391 1.876756 3.078350 0.004 0.008 0.034
N -2.373940 0.416371 -0.436152 0.257 0.411 0.003
C -2.882513 1.780398 -0.459184 0.082 -0.193 0.017
C -3.951718 2.157734 0.343102 -0.038 -0.149 0.057
C -4.336916 3.482571 0.398956 -0.010 0.158 -0.052
C -3.664753 4.443191 -0.357768 -0.039 -0.132 0.073
C -2.611117 4.057177 -1.169921 -0.068 -0.050 -0.012
C -2.201123 2.720404 -1.226832 0.167 0.077 -0.270
C -1.070425 2.303060 -2.108437 -0.082 0.082 -0.035
C -1.191650 2.537772 -3.477998 0.051 0.058 -0.010
C -0.181456 2.146931 -4.341651 0.024 -0.016 0.018
C 0.945105 1.518113 -3.826485 -0.074 0.041 -0.046
C 1.047964 1.287241 -2.463012 -0.017 0.101 0.106
C 0.053144 1.669130 -1.542526 0.114 0.141 -0.350
H -3.008200 -0.185371 0.077803 0.053 -0.061 0.001
H -2.240282 0.071007 -1.383998 -0.022 -0.137 0.038
H -4.461186 1.419034 0.951283 0.028 0.029 -0.006
H -5.158364 3.765262 1.043736 0.021 0.023 -0.024
H -3.969648 5.480964 -0.315868 0.007 -0.030 0.001
H -2.085573 4.784240 -1.779595 -0.034 -0.019 0.028
H -2.081319 3.023823 -3.864325 0.019 -0.031 0.016
H -0.277104 2.326909 -5.405595 0.019 -0.015 0.043
H 1.743365 1.200912 -4.487053 -0.028 0.021 0.005
H 1.946978 0.792589 -2.122078 0.030 -0.038 0.045
```
Positions in Å, forces in eV/Å.

These are the Mulliken partial charges, in e, on atoms 1 to 5: atom 1 (Hf): 1.325, atom 2 (N): -0.673, atom 3 (C): -0.623, atom 4 (C): 0.544, atom 5 (O): -0.599

Going through the records in order, we get ΔE to the lowest compared entry with this formula, charge and spin values of 388.4, 113.8, 300.8, 548.6, 50.0, 0.0, 0.0 kJ/mol.